(1)
A cluster of 2 separate species, CH7O2 in total, computed with ωB97M-V/def2-TZVPD.

For the HOMO energy, the calculation gives -17.04 eV. The value obtained for the frontier orbital gap is 13.10 eV. As for the total charge: +1. Its energy above the lowest of the compared OMol25 structures with the same formula, charge and spin is 31.7 kcal per mole. As for the total energy: -5236.459 eV.

Structure (XYZ):
```
10
CH7O2 (ωB97M-V/def2-TZVPD)
O -0.78703 1.54444 0.89869
H -0.33683 1.80173 1.66264
H -1.42819 2.30405 0.59452
H -0.28269 -0.05320 0.16901
C 0.38113 -1.67664 -0.70046
O 0.50152 -0.17952 -0.34292
H -0.42744 -1.56750 -1.33645
H 0.28252 -2.10558 0.32977
H 1.31405 -1.92526 -1.23831
H 0.87593 0.68624 -0.42463
```



(2)
A structure of composition C39H100FN10O5P3Si2, computed with ωB97M-V/def2-TZVPD.

For the HOMO energy, the calculation gives -7.90 eV. The value obtained for the frontier orbital gap is 7.57 eV. As for the total charge: 0. As for the total energy: -113540.127 eV.

Structure (XYZ):
```
160
C39H100FN10O5P3Si2 (ωB97M-V/def2-TZVPD)
C -5.44853 2.51855 1.43719
C -4.36946 2.12063 2.18375
Si -2.77859 1.46491 1.44189
C -1.40745 1.83448 2.66675
C 0.04053 1.67234 2.11334
C 1.00852 1.00807 3.12527
C 1.33355 -0.42268 2.66674
N 0.15571 -1.30580 2.66304
C -2.57176 2.31924 -0.22042
C -1.33212 1.90033 -1.05352
C -1.30895 0.43114 -1.44679
C -0.21505 0.01895 -2.48327
C 0.66590 1.13699 -3.03640
C 1.80816 1.49158 -2.06467
C 2.49537 2.82005 -2.35583
C 1.56052 4.03825 -2.38400
C 2.31480 5.35917 -2.26998
C 2.99879 5.55822 -0.88994
C 2.39383 6.70390 -0.05805
O 1.78524 6.22808 1.13325
C 0.57832 5.54712 0.87571
O -2.90030 -0.20875 1.38091
Si -4.17143 -0.97079 0.62307
C -4.27415 -2.76792 1.20675
C -5.49968 -3.39896 0.58422
C -5.38733 -3.62084 -0.91385
F -5.68676 -4.68260 1.14734
H -6.36208 1.91552 1.44151
H -5.50693 3.44239 0.86368
H -4.44451 2.18822 3.27472
H -1.51726 1.09825 3.47047
H -1.56751 2.79929 3.15002
H -0.01311 1.01328 1.24723
H 0.40458 2.66473 1.85937
H 0.58696 0.99632 4.13056
H 1.94039 1.57715 3.09349
H 2.14848 -0.85184 3.24963
H 1.65173 -0.33234 1.62577
H -0.30517 -1.24915 1.76406
H -0.53423 -0.97085 3.32387
H -2.42739 3.38102 0.00417
H -3.46478 2.22965 -0.84268
H -1.36849 2.51657 -1.95490
H -0.42158 2.20865 -0.54280
H -2.28086 0.19309 -1.87772
H -1.15506 -0.18927 -0.56175
H 0.43027 -0.74085 -2.03897
H -0.71327 -0.46299 -3.32629
H 0.12054 2.01178 -3.38239
H 1.16825 0.73211 -3.91916
H 2.56304 0.71603 -2.22943
H 1.50425 1.38583 -1.02016
H 3.07689 2.78703 -3.27996
H 3.22353 2.98500 -1.55545
H 1.02327 4.03217 -3.33545
H 0.81759 3.92557 -1.59135
H 1.58414 6.15674 -2.43032
H 3.04446 5.45881 -3.07469
H 4.06408 5.68527 -1.07218
H 2.87117 4.63454 -0.32581
H 1.63094 7.25546 -0.61725
H 3.17906 7.40718 0.21397
H 0.79723 4.49845 0.64275
H -0.05277 5.56149 1.76187
H 0.04525 5.98048 0.02397
H -3.98006 -0.99136 -0.83992
H -5.49109 -0.36495 0.87837
H -3.36819 -3.29640 0.91480
H -4.41186 -2.72419 2.28847
H -6.40148 -2.83287 0.82850
H -5.56178 -2.69996 -1.46976
H -6.14966 -4.33647 -1.21171
H -4.38362 -3.97347 -1.14450
O 2.21025 0.46773 -6.16376
P 2.92605 0.27810 -7.46776
N 2.12305 -1.10831 -8.07410
C 2.67905 -2.09396 -8.97098
C 0.68299 -0.97691 -8.25880
N 4.51340 -0.07587 -6.85422
C 4.92786 -1.45401 -6.65011
C 4.86053 0.72902 -5.68475
N 3.56570 0.85017 -8.93301
C 2.63432 1.52593 -9.83432
C 4.88404 0.61936 -9.48745
H 2.66376 -1.78122 -10.02741
H 2.09517 -3.01375 -8.89728
H 3.69675 -2.36974 -8.71196
H 0.43427 -0.45836 -9.19578
H 0.24102 -0.41761 -7.43450
H 0.20496 -1.95846 -8.27077
H 4.17538 -2.05066 -6.11658
H 5.84959 -1.48312 -6.06758
H 5.16666 -1.94566 -7.59513
H 4.42328 0.33006 -4.76201
H 4.51601 1.75675 -5.79948
H 5.94619 0.75426 -5.56588
H 2.30415 0.86488 -10.64480
H 3.08765 2.41510 -10.27689
H 1.74743 1.86156 -9.29326
H 5.00233 -0.40742 -9.84720
H 5.67425 0.83505 -8.77471
H 5.04940 1.28546 -10.33757
O -8.83138 -8.89995 4.84622
P -8.42049 -7.46499 4.98855
N -6.88274 -7.64368 5.72400
C -6.23736 -6.69217 6.59682
C -5.90420 -8.41633 4.96822
N -9.64552 -6.94138 6.11012
C -9.38186 -6.95422 7.53877
C -10.95180 -7.53362 5.83794
N -8.22193 -5.89037 4.39258
C -7.39549 -5.74389 3.19244
C -8.62839 -4.64221 5.00179
H -5.74102 -5.87030 6.05597
H -5.47003 -7.20554 7.18027
H -6.91899 -6.25950 7.32307
H -5.42681 -7.81616 4.18085
H -6.37785 -9.27752 4.49786
H -5.12477 -8.80204 5.62867
H -8.93518 -7.89768 7.88132
H -10.31133 -6.80649 8.09084
H -8.73445 -6.12648 7.83483
H -11.03584 -8.55218 6.23357
H -11.14784 -7.57527 4.76683
H -11.73397 -6.92219 6.29547
H -6.38587 -5.40221 3.43879
H -7.83615 -5.03702 2.48925
H -7.30776 -6.69589 2.66540
H -8.00384 -4.38412 5.86321
H -9.66864 -4.65434 5.31390
H -8.53666 -3.83020 4.27605
O 6.87195 2.57281 0.22480
P 7.12083 2.84465 1.67876
N 5.66121 2.26438 2.36603
C 5.05120 2.72395 3.59185
C 5.35611 0.86011 2.11897
N 7.18938 4.58141 1.62443
C 5.98972 5.35620 1.88757
C 7.86678 5.08744 0.43480
N 8.08423 2.80014 3.07700
C 8.56377 1.48563 3.49924
C 8.36726 3.87444 4.00655
H 5.50109 2.28244 4.49584
H 3.99429 2.44942 3.58975
H 5.07353 3.80454 3.69274
H 5.90611 0.19391 2.79898
H 5.61270 0.58679 1.09568
H 4.28694 0.67072 2.24110
H 5.12147 4.97725 1.33116
H 6.13173 6.40158 1.60784
H 5.75093 5.38221 2.95216
H 7.21211 5.09136 -0.44463
H 8.74240 4.48460 0.19522
H 8.20666 6.11063 0.61412
H 7.96585 1.08309 4.32590
H 9.60744 1.52907 3.81710
H 8.51609 0.77314 2.67340
H 7.49813 4.12059 4.62440
H 8.70729 4.77502 3.50417
H 9.17448 3.57725 4.68032
```



(3)
A structure of composition C3H4KO5, computed with ωB97M-V/def2-TZVPD.

For the HOMO energy (alpha / beta), the calculation gives -5.35 / -7.40 eV. The value obtained for the frontier orbital gap (alpha / beta) is 4.73 / 6.77 eV. As for the total charge: 0. Its energy above the lowest of the compared OMol25 structures with the same formula, charge and spin is 17.5 kcal per mole. Its spin multiplicity is 2. As for the expectation value of S²: 0.76. As for the total energy: -29737.864 eV.

Structure (XYZ):
```
13
C3H4KO5 (ωB97M-V/def2-TZVPD)
C -2.03413 0.53788 1.17110
C -1.59785 -0.06116 2.38378
O -0.40355 0.03481 2.82648
O -3.01264 0.13623 0.48952
H -1.25966 1.16704 0.67359
H -2.30125 -0.75365 2.88170
H -0.02217 -1.18504 -2.13321
O 1.64826 0.14809 -2.98907
C 1.64181 -0.27140 -1.74355
O 2.24745 0.27267 -0.83582
O 0.75469 -1.20417 -1.51322
K 1.96954 0.40223 1.92169
H 2.36951 0.77646 -3.13299
```



- What is the total charge in the first record?
  +1